Entry 1:
Here is a structure of composition C59H48FGeN2P3Pd from the OMol25 dataset. Energies are from the ωB97M-V functional and the def2-TZVPD basis.

Geometry as XYZ:
```
115
Properties=species:S:1:pos:R:3:forces:R:3
Pd -0.093174 -0.028203 0.118071 -1.2 -0.7 2.0
F -0.726174 0.132697 -4.392329 0.1 0.0 0.5
Ge -0.343974 -0.019703 -2.619729 0.0 -0.1 -2.0
C -2.299474 0.211597 -2.139829 1.2 0.1 0.3
C -3.212874 -0.419503 -2.967429 0.0 -0.2 -0.2
C -4.573074 -0.280403 -2.737729 0.1 -0.1 0.0
C -5.024574 0.460097 -1.656029 0.0 0.1 0.1
C -4.120474 1.093797 -0.817929 -0.1 0.0 0.1
C -2.755674 0.999197 -1.078929 0.2 -0.2 0.4
P -1.476074 1.905297 -0.167129 0.2 1.5 -0.5
C -2.333174 2.984597 1.033371 0.1 -0.3 -0.1
C -3.228474 3.911597 0.493871 0.0 0.0 0.1
C -3.897574 4.785697 1.327271 -0.1 0.1 -0.1
C -3.676774 4.756097 2.695771 0.1 -0.1 0.1
C -2.781074 3.846697 3.229971 0.0 0.0 0.1
C -2.103674 2.962897 2.403371 0.1 -0.2 -0.1
C -0.950074 3.174697 -1.369729 -0.1 0.0 0.0
C -1.408674 3.248097 -2.683629 -0.1 0.1 0.3
C -1.058974 4.332997 -3.468929 0.0 0.2 0.0
C -0.247374 5.335897 -2.963429 -0.1 -0.1 -0.1
C 0.221926 5.258797 -1.660529 0.1 0.0 0.0
C -0.126874 4.184297 -0.867529 -0.1 -0.2 0.0
C 0.083426 -1.979903 -2.744429 -0.2 0.9 0.5
C 0.560326 -2.464803 -3.956029 0.0 0.1 -0.1
C 0.845726 -3.810103 -4.108029 0.0 0.1 0.0
C 0.649026 -4.687103 -3.053929 0.0 -0.2 0.1
C 0.161726 -4.222003 -1.847129 -0.1 0.1 0.0
C -0.119474 -2.864803 -1.690429 -0.1 0.0 0.1
P -0.757274 -2.295303 -0.082629 1.8 -1.1 -0.3
C 0.373426 -3.003603 1.143571 0.0 -0.2 0.1
C 1.734026 -3.079903 0.838171 -0.3 -0.1 -0.1
C 2.638726 -3.506703 1.791171 0.0 0.1 0.0
C 2.198926 -3.826203 3.066271 -0.1 0.0 0.1
C 0.849226 -3.746803 3.375371 0.1 0.0 0.1
C -0.068074 -3.337003 2.424271 0.0 0.1 -0.3
C -2.333074 -3.189503 0.105871 -0.2 0.9 0.2
C -2.351174 -4.542203 0.443771 0.2 0.1 0.1
C -3.547974 -5.233703 0.417071 0.0 0.0 0.0
C -4.723874 -4.588803 0.063671 0.0 0.1 0.0
C -4.710574 -3.237903 -0.241129 -0.1 0.0 0.0
C -3.519074 -2.538203 -0.217529 0.2 0.1 0.1
C 1.192826 1.324097 -2.742429 -0.6 -0.8 0.5
C 1.254226 2.143397 -3.860029 0.0 -0.1 -0.2
C 2.309826 3.024397 -4.024429 0.0 -0.1 0.0
C 3.331526 3.075997 -3.089729 0.1 0.0 0.0
C 3.300126 2.235297 -1.994929 0.0 -0.1 0.1
C 2.221526 1.371597 -1.808129 -0.2 -0.1 0.1
P 2.249726 0.207297 -0.414129 0.0 1.1 -0.8
C 2.827726 1.144197 1.031871 -0.3 -0.3 0.1
C 2.643726 2.520997 1.135371 -0.1 0.0 -0.2
C 3.006326 3.181997 2.295971 0.0 0.0 0.0
C 3.541226 2.475097 3.362471 -0.1 0.0 0.0
C 3.720426 1.103097 3.268671 0.0 -0.1 0.0
C 3.354526 0.434697 2.114771 -0.1 0.0 -0.1
C 3.691926 -0.793803 -0.916729 -0.5 -0.5 0.2
C 3.493426 -1.711103 -1.946529 -0.1 0.0 0.0
C 4.550326 -2.463503 -2.422729 0.0 0.0 0.0
C 5.816126 -2.289403 -1.883329 0.0 0.0 0.0
C 6.021926 -1.357003 -0.878629 0.1 0.0 -0.1
C 4.965026 -0.609403 -0.388129 -0.1 0.1 0.2
H -2.855874 -0.996903 -3.807929 0.0 -0.1 -0.1
H -5.278274 -0.754503 -3.402429 -0.1 -0.1 -0.1
H -6.082774 0.560797 -1.470729 -0.1 0.0 0.0
H -4.479674 1.671397 0.021271 0.0 0.1 0.0
H -3.395974 3.948697 -0.573229 0.0 0.1 -0.1
H -4.588974 5.497197 0.903571 -0.1 0.1 0.0
H -4.195574 5.446597 3.342471 -0.1 0.1 0.1
H -2.599974 3.824197 4.293671 0.0 0.0 0.1
H -1.391274 2.269697 2.828271 0.0 0.0 0.0
H -2.053374 2.485697 -3.098729 0.0 0.0 0.0
H -1.432674 4.396197 -4.479029 0.0 0.0 -0.1
H 0.009726 6.183497 -3.577829 0.0 0.1 -0.1
H 0.844426 6.043497 -1.259329 0.1 0.1 0.0
H 0.203526 4.133197 0.162371 0.0 0.1 0.1
H 0.705526 -1.775903 -4.774029 0.0 0.0 -0.1
H 1.226126 -4.172303 -5.049229 0.0 -0.1 -0.1
H 0.868726 -5.737603 -3.165729 0.0 -0.1 0.0
H 0.004626 -4.904503 -1.024829 0.0 -0.1 0.0
H 2.073226 -2.827803 -0.158329 0.0 -0.1 0.0
H 3.685826 -3.582003 1.541771 0.1 0.0 -0.1
H 2.902926 -4.131703 3.823771 0.1 -0.1 0.1
H 0.514726 -4.005303 4.366571 -0.1 0.0 0.2
H -1.121674 -3.279303 2.664271 0.0 -0.1 0.1
H -1.444074 -5.053403 0.729571 0.1 0.0 0.0
H -3.560674 -6.282803 0.669171 0.0 -0.1 0.0
H -5.648974 -5.139503 0.034671 -0.1 -0.1 0.0
H -5.624174 -2.728003 -0.502629 -0.1 0.0 0.0
H -3.501374 -1.483603 -0.446029 -0.1 0.1 -0.1
H 0.480226 2.086697 -4.608529 -0.1 0.0 -0.1
H 2.338126 3.665597 -4.891729 0.0 0.1 -0.1
H 4.158126 3.758097 -3.221529 0.1 0.0 0.0
H 4.114726 2.236397 -1.283429 0.1 0.1 0.0
H 2.228926 3.072397 0.301671 0.0 0.0 0.0
H 2.882126 4.251997 2.366871 0.0 0.1 0.0
H 3.809526 2.995197 4.268071 0.1 0.1 0.1
H 4.147026 0.549797 4.091171 0.0 0.0 0.1
H 3.468926 -0.639703 2.044371 0.0 -0.1 0.1
H 2.510326 -1.821703 -2.385829 0.0 -0.1 0.0
H 4.385826 -3.180503 -3.212629 0.0 0.0 -0.1
H 6.644026 -2.875203 -2.249629 0.1 -0.1 0.0
H 7.012526 -1.207303 -0.473129 0.0 0.0 0.0
H 5.144826 0.116997 0.391071 0.0 0.0 0.0
N -0.954274 -0.521103 6.509571 -0.1 -0.1 0.3
C -0.953974 -0.404703 5.175271 0.1 0.1 -0.4
C -2.026474 -0.852103 4.382471 0.0 0.0 0.0
C -1.963874 -0.724403 3.013971 -0.2 0.0 0.1
N -0.926174 -0.179803 2.377871 0.2 0.1 -1.0
C 0.093626 0.265197 3.125271 0.3 0.2 0.0
C 0.132126 0.174597 4.491871 -0.2 0.0 -0.1
H -1.748774 -0.910203 6.986971 0.1 0.1 0.1
H -0.217674 -0.117903 7.062671 -0.1 -0.1 0.0
H -2.897874 -1.287703 4.846671 -0.1 -0.1 0.0
H -2.784274 -1.058803 2.392471 -0.1 -0.1 0.0
H 0.915326 0.743097 2.597071 -0.2 -0.1 0.1
H 0.982826 0.558897 5.031571 0.1 0.0 0.0
```
Forces are in eV/Å.

Its total charge is +2. The value obtained for the HOMO energy (alpha / beta) is -12.9600 / -12.9715 eV. The value obtained for the LUMO energy (alpha / beta) is -7.7 / -7.7 eV. The max |F| is 2.41 eV Å⁻¹. The value obtained for the HOMO-LUMO gap (alpha / beta) is 5.25 / 5.31 eV.

Results of the Löwdin charge analysis, in e, for atoms 1 through 4:
1 Pd 0.421
2 F -0.301
3 Ge 0.910
4 C -0.302

=====

Entry 2:
Here is a cluster of 2 separate species, C2H8N2O in total from the OMol25 dataset. Energies are from the ωB97M-V functional and the def2-TZVPD basis.

Geometry as XYZ:
```
13
Properties=species:S:1:pos:R:3:forces:R:3
C -1.331636 -0.141017 0.609888 0.3 -0.7 -0.3
C 0.005004 0.493907 0.311496 0.4 2.9 2.5
N -0.011526 1.392126 -0.732648 0.3 -0.8 0.2
O 0.873449 0.675968 1.241109 -1.7 0.0 -1.4
H -1.851537 -0.428662 -0.307328 0.0 0.0 0.1
H -1.184944 -1.019550 1.239596 0.0 0.1 -0.1
H -1.949943 0.578187 1.150938 0.2 0.1 0.0
H 0.848064 1.898533 -0.892706 -0.2 0.0 0.0
H -0.663607 1.292491 -1.495940 0.2 0.0 0.1
N 1.370205 -1.176981 -0.321161 0.2 -0.1 1.7
H 1.673259 -0.493768 0.558314 -0.6 -2.0 -3.3
H 1.266792 -1.007266 -1.318048 0.7 0.3 0.7
H 0.956418 -2.063969 -0.043511 0.4 0.3 -0.1
```
Forces are in eV/Å.

The SMILES is CC(N)=O.N. The value obtained for the HOMO energy is -8.8024 eV. The value obtained for the LUMO energy is 0.8 eV. The max |F| is 3.91 eV Å⁻¹. The value obtained for the HOMO-LUMO gap is 9.60 eV.

Results of the Löwdin charge analysis, in e, for atoms 1 through 4:
1 C -0.023
2 C -0.609
3 N 0.144
4 O -0.114

=====

Entry 3:
Here is a cluster of 2 separate species, C29H30ClN3O2S in total from the OMol25 dataset. Energies are from the ωB97M-V functional and the def2-TZVPD basis.

Geometry as XYZ:
```
66
Properties=species:S:1:pos:R:3:forces:R:3
C -6.963276 -2.386951 -1.355283 0.1 0.1 0.3
C -7.041021 -2.106613 -2.864275 0.2 -0.1 -0.2
C -5.808454 -1.266057 -3.225844 -0.1 0.5 -0.3
N -4.975629 -1.276276 -2.039892 0.0 -0.2 -0.1
C -3.715954 -0.747547 -2.019690 0.3 0.1 0.0
C -3.445458 0.477660 -2.687998 0.1 -0.1 0.2
C -2.244191 1.115629 -2.460168 0.2 -0.4 0.2
C -1.186492 0.439187 -1.795102 -0.5 -0.2 0.4
C 0.061234 1.108278 -1.631085 0.0 0.3 -0.7
C 1.293164 0.495552 -1.945040 0.7 -0.2 0.2
C 1.389437 -0.776628 -2.589103 0.1 0.3 0.1
C 2.616299 -1.381045 -2.775912 0.3 0.2 0.2
C 3.784168 -0.790247 -2.230705 -0.7 0.5 0.3
N 4.970970 -1.489176 -2.181927 0.3 -0.4 -0.1
C 5.649636 -1.804215 -0.936240 -0.1 0.5 0.4
C 6.811530 -2.730544 -1.332631 -0.2 0.0 0.2
C 6.852330 -2.766190 -2.867512 -0.1 0.0 -0.3
C 5.676411 -1.912241 -3.369412 -0.1 0.1 -0.4
C 3.706920 0.514825 -1.670466 0.0 -0.6 -0.1
C 2.498851 1.162905 -1.584493 -0.2 -0.2 0.0
C -1.411064 -0.873544 -1.284139 0.0 0.4 -0.2
C -2.679208 -1.417471 -1.321559 -0.1 0.3 -0.1
C -5.566726 -1.936942 -0.891887 0.2 -0.3 0.4
H -7.718686 -1.812777 -0.811245 0.0 -0.2 -0.1
H -7.107399 -3.446912 -1.129370 -0.1 0.2 0.0
H -7.009035 -3.045291 -3.423233 -0.1 0.1 0.0
H -7.953141 -1.575223 -3.135862 0.0 -0.2 0.0
H -5.272226 -1.692638 -4.092847 -0.1 0.1 0.3
H -6.075931 -0.233190 -3.497531 -0.1 -0.2 0.0
H -4.218842 0.947241 -3.295764 0.2 -0.1 0.3
H -2.051719 2.123616 -2.834824 -0.2 -0.3 0.1
H 0.049580 2.176559 -1.406693 0.0 -0.2 -0.4
H 0.489868 -1.278833 -2.939074 0.2 0.2 0.1
H 2.697312 -2.362526 -3.254621 -0.1 0.4 0.2
H 5.997336 -0.885416 -0.428229 0.0 -0.3 -0.1
H 4.957892 -2.313161 -0.242272 0.2 0.2 -0.2
H 7.742917 -2.350444 -0.910583 0.0 -0.2 0.0
H 6.630208 -3.730997 -0.928338 0.1 0.2 0.0
H 7.788772 -2.351637 -3.245240 -0.1 -0.2 0.0
H 6.749228 -3.787658 -3.242357 0.2 0.1 0.1
H 5.002754 -2.469738 -4.037940 0.2 0.0 0.1
H 6.044420 -1.037526 -3.940126 -0.1 -0.2 0.1
H 4.623625 0.972198 -1.297552 -0.3 -0.1 -0.2
H 2.444049 2.185600 -1.208308 0.0 -0.3 0.1
H -0.587638 -1.436624 -0.840454 -0.3 0.3 0.1
H -2.897541 -2.375907 -0.845345 0.2 0.4 -0.2
H -5.634381 -1.238634 -0.037852 0.1 -0.2 -0.3
H -4.948814 -2.788048 -0.556497 -0.3 0.2 -0.1
N 1.005646 4.543093 9.995267 -0.6 -0.8 -2.2
C 0.705366 4.176526 8.925303 0.7 0.7 2.2
C 0.353076 3.736428 7.603094 -0.3 -0.1 -0.4
C -0.151722 2.449493 7.393936 -0.1 -0.2 -0.1
C -0.499167 2.031878 6.109772 0.2 0.3 0.1
C -0.349395 2.919057 5.046519 0.4 -0.2 -0.5
S -0.873835 2.406006 3.377556 0.9 0.0 0.6
C 0.556460 1.931039 2.549630 0.4 1.3 1.9
Cl 0.346211 1.187105 1.097477 -0.5 -1.5 -1.2
O -1.728851 1.259703 3.618443 -0.6 0.2 -0.3
O -1.423418 3.614018 2.796756 -0.5 -0.3 -0.2
C 0.142360 4.208475 5.237846 0.1 -0.1 0.3
C 0.488596 4.615291 6.524967 0.0 0.2 -0.3
H -0.283391 1.772845 8.236421 0.1 0.2 -0.2
H -0.883411 1.029532 5.933987 0.0 0.3 0.0
H 1.469279 1.763257 3.110356 -0.2 0.1 -0.1
H 0.255013 4.884922 4.393620 -0.1 -0.2 0.2
H 0.855111 5.626923 6.691579 0.0 -0.3 0.0
```
Forces are in eV/Å.

The value obtained for the HOMO energy is -5.8103 eV. The value obtained for the LUMO energy is -2.1 eV. The max |F| is 2.46 eV Å⁻¹. The value obtained for the HOMO-LUMO gap is 3.70 eV.

Results of the Löwdin charge analysis, in e, for atoms 1 through 4:
1 C -0.149
2 C -0.152
3 C -0.156
4 N -0.109

=====

What is the formula in the first record? C59H48FGeN2P3Pd

=====

Among the records above, which one has the lowest max |F|? C59H48FGeN2P3Pd

=====

Which of these has the lowest max |F|? C59H48FGeN2P3Pd